[1]
Entry from the OMol25 dataset: CF3NNaO4S3Tb as an isolated structure in a non-equilibrium geometry (the ωB97M-V functional and the def2-TZVPD basis).

Cartesian coordinates (Å):
O (-0.321, 2.813, 4.440)
F (5.279, 2.840, 3.953)
S (-0.541, 4.244, 5.217)
Na (3.435, 4.825, 5.282)
F (5.730, 0.723, 3.881)
S (0.381, 5.509, 3.717)
S (3.454, 1.371, 5.168)
N (2.919, 2.622, 5.789)
Tb (1.432, 2.786, 3.911)
O (3.492, 0.118, 5.982)
C (5.232, 1.689, 4.644)
F (6.008, 1.826, 5.719)
O (2.836, 1.114, 3.775)
O (1.869, 4.781, 3.627)

Computed properties:
**Electronic energy**: -78225.0353 eV
**Gap between HOMO and LUMO (alpha / beta)**: 8.227 / 8.165 eV
**Multiplicity**: 7
**HOMO energy (alpha / beta)**: -9.077 / -9.010 eV

[2]
Entry from the OMol25 dataset: a 2-piece molecular cluster, C4H10N2 overall (the ωB97M-V functional and the def2-TZVPD basis).

Cartesian coordinates (Å):
H (-1.623, 0.398, 2.158)
C (1.963, 0.533, -2.078)
H (2.309, 1.281, -2.785)
C (-3.249, 0.176, 0.857)
N (1.323, -1.003, 0.136)
H (-2.819, -0.923, 2.605)
H (-4.164, -0.341, 0.602)
H (-2.938, 0.971, 0.189)
C (2.051, 0.161, 0.212)
H (2.339, -0.448, -2.385)
H (2.377, 0.424, 1.216)
N (2.413, 0.909, -0.744)
H (0.828, -1.317, 0.953)
C (-2.533, -0.136, 1.919)
H (0.853, -1.203, -0.731)
H (0.869, 0.519, -2.126)

Computed properties:
**Relative energy (zero: lowest compared OMol25 entry of this formula, charge and spin)**: 150.9 kJ/mol
**Electronic energy**: -7289.0555 eV
**Gap between HOMO and LUMO**: 10.000 eV
**HOMO energy**: -9.140 eV
**SMILES string**: C/N=C\N.C=C

[3]
Entry from the OMol25 dataset: C72H98N5O5RbSe as an isolated structure in a non-equilibrium geometry (the ωB97M-V functional and the def2-TZVPD basis).

Cartesian coordinates (Å):
H (-1.807, -2.577, 2.404)
H (-3.079, -5.979, 1.060)
C (-5.127, 5.090, -4.316)
H (5.399, 1.575, 0.908)
C (5.350, 0.959, -3.600)
C (-5.312, -0.919, -2.416)
H (-4.906, -1.297, -4.486)
C (-6.092, 2.904, -3.512)
H (-5.095, -5.790, -5.273)
H (6.063, 5.200, 1.672)
H (-4.969, -0.156, 0.865)
H (-6.058, 2.408, -2.544)
C (-5.780, 6.760, -5.866)
H (-3.125, 0.221, -3.658)
C (-1.350, 4.089, 0.965)
C (5.762, -3.037, -0.041)
H (-2.422, 4.072, 0.780)
N (-3.260, 5.057, -3.118)
C (-1.500, -5.464, -1.107)
H (5.731, 0.115, 3.981)
H (5.757, -2.120, 0.552)
H (6.794, -3.389, -0.132)
C (1.239, 2.956, -0.493)
H (4.271, -6.149, 0.243)
H (3.126, 3.096, 2.861)
C (-5.553, -1.776, 2.699)
H (5.034, 2.271, 5.105)
C (-4.431, -1.517, -3.519)
C (0.756, -2.370, -1.668)
H (-4.668, -5.904, 0.273)
O (-0.478, -2.215, 0.855)
O (-0.845, 2.790, 0.718)
H (5.561, -3.548, 2.623)
H (-4.051, 1.592, 4.988)
H (0.851, 3.477, -2.543)
H (-2.419, -1.269, -4.314)
C (2.983, 0.151, -3.487)
C (4.793, 3.656, 0.808)
H (-1.041, -5.778, -2.047)
H (-6.486, 7.148, -6.588)
H (5.205, -0.445, 7.644)
C (1.434, -1.189, 3.867)
H (6.601, 2.709, 1.559)
C (2.631, -1.046, 4.539)
C (0.551, 2.827, 0.713)
H (-3.434, -0.664, 5.007)
H (-7.355, -1.132, 1.794)
H (-5.336, 0.172, -2.490)
C (-4.342, -3.026, -3.413)
H (3.992, -1.506, 6.904)
C (2.421, -1.025, -2.991)
C (-3.949, 5.801, -4.053)
C (-3.046, -0.861, -3.517)
H (-6.960, 4.999, -5.447)
H (-0.883, 4.820, 0.296)
H (3.486, 0.009, 7.653)
H (-0.318, -2.288, -1.508)
H (6.276, 0.988, -4.186)
C (-3.686, -5.068, -2.249)
C (0.617, 2.666, -1.845)
C (2.411, 1.306, 4.535)
C (-3.647, -5.515, 0.246)
N (-5.866, 0.204, 1.165)
H (-2.839, 1.535, 3.001)
C (3.454, -3.581, 0.744)
H (-3.812, 2.354, 1.113)
C (-4.729, -5.198, -4.442)
H (6.527, -0.346, 5.502)
H (-4.723, 3.226, 2.350)
C (1.278, -1.051, -2.206)
O (-3.406, -2.928, -1.230)
H (4.079, 2.227, 6.597)
H (6.458, 4.130, -0.481)
C (1.512, -2.903, 2.051)
H (-1.370, -4.387, -1.014)
H (2.774, 2.300, 4.777)
H (-6.782, -0.036, 3.037)
C (5.531, 2.493, 1.484)
H (0.685, 3.293, 3.959)
H (-7.077, 3.342, -3.673)
H (5.558, 0.483, -2.640)
H (-4.900, -1.190, -1.445)
C (1.238, 2.830, 1.933)
N (-3.826, 1.356, 2.896)
H (4.503, -5.196, -1.223)
H (-3.621, -2.045, 3.327)
H (-2.338, 5.228, -2.754)
H (-2.303, -3.100, 0.772)
H (-5.196, -0.782, 5.095)
H (-1.158, 4.397, 2.001)
H (-5.890, 2.159, -4.283)
C (5.589, -0.392, 4.938)
C (-4.160, -5.800, -3.326)
C (1.223, 1.213, 3.823)
H (4.858, 0.911, -6.308)
C (4.894, -5.383, -0.222)
H (5.073, -1.736, -3.736)
C (-4.490, 2.219, 1.957)
H (-4.068, -6.885, -3.298)
C (-6.058, 5.553, -5.228)
N (-5.096, 3.952, -3.528)
C (-4.798, -3.808, -4.460)
H (-4.426, 8.399, -6.119)
C (1.449, -2.771, -0.377)
C (2.813, -3.397, 1.959)
H (4.636, 4.816, 2.649)
H (-6.023, 2.169, 0.481)
H (3.333, -3.595, 2.888)
C (-6.452, -0.648, 2.190)
H (-6.334, -1.304, -2.481)
Se (-3.363, 2.617, -1.692)
H (5.038, 1.986, -3.401)
C (2.751, -3.244, -0.410)
H (-2.760, 7.543, -4.487)
H (3.120, 3.303, -1.397)
C (-3.939, 3.911, -2.798)
H (-1.082, -4.033, 1.676)
C (4.779, -1.215, -4.649)
C (5.001, 4.939, 1.629)
H (3.175, 0.347, -6.217)
H (5.394, -2.790, -1.037)
H (-3.097, -6.874, -1.308)
H (-0.462, 2.560, -1.749)
C (2.340, 1.339, -3.132)
H (5.327, 2.968, -1.187)
C (5.493, -4.437, 1.992)
H (5.657, -1.144, -5.297)
C (4.248, 0.186, -4.341)
O (-0.573, -0.169, 3.099)
C (0.586, 0.157, -1.887)
H (4.024, -1.815, -5.161)
C (-2.997, -5.799, -1.114)
O (-0.514, 0.184, -1.241)
C (-4.613, 7.467, -5.601)
H (-5.523, 1.311, 4.072)
H (-0.976, -5.964, -0.285)
C (4.854, 1.711, 6.026)
C (1.203, 1.364, -2.349)
H (6.503, -4.833, 1.855)
H (-0.483, 2.269, 3.098)
C (4.446, 0.268, 5.724)
Rb (-1.629, -0.048, 0.841)
C (-5.815, 1.633, 1.414)
H (5.367, -1.439, 4.730)
H (2.753, 2.290, -3.465)
H (-5.223, -3.309, -5.329)
H (4.901, -5.191, 2.515)
C (3.960, 0.883, -5.680)
H (-0.110, -2.589, 3.461)
H (-6.151, -2.358, 3.425)
H (3.228, -3.338, -1.380)
C (0.975, -2.565, 3.429)
C (5.400, 3.871, -0.579)
H (4.899, 4.685, -1.106)
C (3.147, 0.192, 4.926)
C (2.596, 3.112, 1.918)
N (-4.303, -1.309, 3.252)
H (1.356, -3.305, 4.137)
H (3.619, 1.908, -5.526)
C (3.299, 3.347, 0.743)
H (5.146, 2.311, 2.489)
H (5.912, -5.772, -0.317)
H (2.886, -1.978, -3.221)
C (-3.673, 6.997, -4.688)
H (-3.685, -4.437, 0.400)
C (-4.353, -0.493, 4.445)
C (2.603, 3.235, -0.449)
H (5.775, 1.721, 6.615)
C (0.578, 2.462, 3.254)
C (-1.464, -3.033, 1.470)
H (0.934, -3.152, -2.411)
C (4.884, -4.104, 0.628)
H (-2.545, -1.036, -2.566)
C (0.821, -2.644, 0.869)
C (-3.775, -3.629, -2.234)
C (-4.468, 1.034, 4.139)
C (4.275, -0.465, 7.065)
H (4.456, 5.770, 1.175)
H (-5.319, -2.434, 1.858)
C (0.618, -0.054, 3.556)
H (3.191, -1.951, 4.767)
H (-6.637, 1.873, 2.096)

Computed properties:
**Charge**: -2
**Relative energy (zero: lowest compared OMol25 entry of this formula, charge and spin)**: 58.7 kJ/mol
**Electronic energy**: -159948.4296 eV
**Gap between HOMO and LUMO**: 4.693 eV
**HOMO energy**: -1.517 eV

[4]
Entry from the OMol25 dataset: a 2-piece molecular cluster, C6H13N overall in a non-equilibrium geometry (the ωB97M-V functional and the def2-TZVPD basis).

Cartesian coordinates (Å):
C (2.451, 0.196, 1.519)
C (2.617, 0.975, 0.311)
H (-2.037, -1.840, 0.624)
H (3.319, -0.442, 1.680)
H (-2.301, 0.811, -1.918)
C (2.800, 1.637, -0.671)
H (2.964, 2.233, -1.525)
H (-1.656, -0.567, 1.817)
C (-1.208, -0.003, -0.226)
N (-0.028, -0.578, -0.950)
H (-0.186, -1.428, 0.615)
H (0.431, 0.150, -1.493)
H (-0.293, -1.306, -1.612)
H (2.324, 0.852, 2.380)
H (-0.894, 0.975, 0.156)
C (-1.347, -1.038, 0.883)
H (-2.772, -0.841, -1.469)
H (1.560, -0.427, 1.430)
C (-2.464, 0.131, -1.081)
H (-3.280, 0.510, -0.470)

Computed properties:
**Relative energy (zero: lowest compared OMol25 entry of this formula, charge and spin)**: 279.1 kJ/mol
**Electronic energy**: -7919.9405 eV
**Gap between HOMO and LUMO**: 10.321 eV
**HOMO energy**: -9.266 eV
**SMILES string**: CC(C)N.C#CC

[5]
Entry from the OMol25 dataset: C4H7NO4 in the gas phase in a non-equilibrium geometry (the ωB97M-V functional and the def2-TZVPD basis).

Cartesian coordinates (Å):
H (0.998, 1.816, -0.663)
C (-0.732, -0.817, -0.012)
H (-1.150, 1.395, -0.590)
C (1.860, -0.343, -0.024)
H (0.364, 2.128, 1.043)
O (-2.194, 0.986, -0.709)
O (-3.062, -0.779, 0.469)
C (-2.122, -0.258, -0.028)
H (3.588, -0.017, -0.111)
H (0.580, 0.045, 1.531)
H (-0.568, -1.134, -1.144)
O (2.148, -1.480, -0.427)
O (2.857, 0.623, 0.147)
N (0.288, 1.558, 0.157)
H (-0.764, -1.864, 0.489)
C (0.485, 0.072, 0.482)

Computed properties:
**Relative energy (zero: lowest compared OMol25 entry of this formula, charge and spin)**: 160.3 kJ/mol
**Electronic energy**: -13940.9752 eV
**Gap between HOMO and LUMO**: 10.196 eV
**HOMO energy**: -10.216 eV
**SMILES string**: N[C@@H](CC(=O)O)C(=O)O

[6]
Entry from the OMol25 dataset: C18H18N2O3S in the gas phase (the ωB97M-V functional and the def2-TZVPD basis).

Cartesian coordinates (Å):
H (0.815, -0.695, 4.690)
H (-2.326, -2.113, -6.973)
C (-2.775, -1.598, -4.896)
C (3.384, 1.491, 4.489)
S (-1.529, -3.877, -5.548)
C (3.704, 3.517, 3.057)
C (2.890, 2.345, 3.512)
O (-0.432, -1.130, -3.121)
C (0.911, 0.993, 3.394)
H (-3.665, -3.044, -6.262)
H (-1.882, -0.973, -4.873)
H (1.115, -0.962, -1.062)
H (3.830, 3.502, 1.975)
H (4.686, 3.506, 3.523)
C (1.409, 0.149, 4.375)
C (1.629, 2.107, 2.957)
C (2.649, 0.405, 4.928)
H (-3.659, -0.964, -4.965)
C (-0.997, -0.684, -0.863)
C (0.591, -0.146, 0.852)
O (-0.361, 0.728, 2.898)
H (1.598, -0.104, 1.237)
C (0.324, -0.622, -0.410)
H (0.002, 2.836, 1.766)
H (-3.028, -0.183, -0.296)
C (-1.253, -1.201, -2.229)
C (-0.489, 0.275, 1.641)
C (-2.704, -2.568, -6.061)
C (1.062, 3.024, 1.917)
N (-2.500, -1.732, -2.421)
H (3.045, -0.247, 5.692)
C (-2.798, -2.455, -3.633)
H (1.186, 4.062, 2.218)
C (-1.987, -0.219, -0.003)
C (-1.778, -3.586, -3.837)
O (-1.255, -4.201, -2.955)
H (-3.779, -2.933, -3.515)
N (-1.743, 0.245, 1.206)
H (4.359, 1.683, 4.914)
H (1.575, 2.888, 0.963)
H (3.210, 4.452, 3.321)
H (-3.035, -1.969, -1.602)

Computed properties:
**Relative energy (zero: lowest compared OMol25 entry of this formula, charge and spin)**: 48.2 kJ/mol
**Electronic energy**: -38917.1883 eV
**Gap between HOMO and LUMO**: 9.619 eV
**HOMO energy**: -9.006 eV
**SMILES string**: Cc1cccc(Oc2ccc(C(=O)N[C@H]3CCSC3=O)cn2)c1C

[7]
Entry from the OMol25 dataset: a 2-piece molecular cluster, C10H16O overall in a non-equilibrium geometry (the ωB97M-V functional and the def2-TZVPD basis).

Cartesian coordinates (Å):
H (1.976, -1.280, 0.851)
C (1.011, 2.907, 0.515)
C (0.312, -2.467, 0.974)
C (-1.507, -0.383, -2.248)
O (-1.990, 0.337, -3.291)
H (0.468, 0.337, -2.782)
H (0.702, 1.769, 0.295)
H (-2.311, -2.202, 0.211)
C (-0.107, -0.352, -2.139)
H (1.472, 3.884, 2.310)
C (-2.348, -0.991, -1.373)
C (-1.642, -1.684, -0.352)
H (2.076, 2.979, 0.316)
H (0.511, -3.417, 0.623)
C (0.602, 3.431, 1.889)
H (-3.368, -0.996, -1.472)
H (0.597, 3.365, -0.325)
H (-2.750, -0.215, -3.746)
H (2.313, -2.479, 1.902)
H (1.484, -0.765, -0.982)
C (-0.309, -1.673, -0.151)
H (-0.567, -2.686, 1.501)
H (0.479, 2.520, 2.648)
C (0.478, -0.946, -1.107)
C (1.581, -1.807, 1.653)
H (-0.297, 4.010, 1.759)
H (1.132, -1.196, 2.523)

Computed properties:
**Relative energy (zero: lowest compared OMol25 entry of this formula, charge and spin)**: 291.9 kJ/mol
**Electronic energy**: -12674.6993 eV
**Gap between HOMO and LUMO**: 9.208 eV
**HOMO energy**: -8.399 eV
**SMILES string**: CCc1ccc(O)cc1.CC

[8]
Entry from the OMol25 dataset: C17H9Br4IN3O6Pd as an isolated structure in a non-equilibrium geometry (the ωB97M-V functional and the def2-TZVPD basis).

Cartesian coordinates (Å):
Br (-3.134, -3.684, 1.995)
C (0.348, 3.018, 0.459)
Br (-4.310, 2.060, -1.128)
O (3.289, -4.573, -1.125)
C (-4.054, 0.429, -0.255)
H (-1.564, 5.206, -1.254)
N (1.900, -0.673, 0.228)
C (-0.495, 4.097, 0.244)
C (-2.698, 0.068, 0.048)
H (0.743, 2.821, 1.447)
C (3.209, -2.435, -0.061)
C (3.005, -0.453, 0.927)
O (-1.735, 0.750, -0.313)
Pd (0.158, 0.137, 0.018)
I (-1.123, 5.247, 1.855)
H (4.733, -1.660, 1.147)
C (-4.798, -1.728, 0.755)
C (-2.430, -1.200, 0.867)
Br (-6.235, -2.864, 1.077)
Br (-6.806, 0.040, -0.295)
C (-5.054, -0.423, 0.087)
C (-0.914, 4.365, -1.049)
C (0.861, -2.388, -1.229)
N (3.812, -1.511, 0.756)
C (3.922, -3.711, -0.369)
C (-0.477, 3.544, -2.077)
H (4.176, 1.276, 1.331)
C (-3.556, -2.095, 1.130)
O (5.020, -3.872, 0.099)
O (-0.089, -1.533, -1.337)
N (0.738, 2.195, -0.529)
H (0.660, 1.777, -2.547)
C (3.319, 0.744, 1.744)
H (2.380, -4.254, -1.403)
C (0.321, 2.461, -1.778)
H (3.549, 0.461, 2.771)
C (2.004, -1.904, -0.391)
H (2.466, 1.416, 1.751)
H (-0.762, 3.737, -3.102)
O (0.923, -3.497, -1.743)
O (-1.299, -1.389, 1.252)

Computed properties:
**Charge**: +1
**Relative energy (zero: lowest compared OMol25 entry of this formula, charge and spin)**: 115.1 kJ/mol
**Electronic energy**: -326273.9969 eV
**Gap between HOMO and LUMO**: 6.189 eV
**HOMO energy**: -12.215 eV